ORCA calculation (ωB97M-V with the def2-TZVPD basis set) on a structure of composition C3H6O2.

Geometry as XYZ:
```
11
Properties=species:S:1:pos:R:3:forces:R:3
C 0.807 0.681 0.339 1.9 2.7 -1.1
C 0.831 -0.636 -0.483 0.8 -0.4 2.5
C -1.401 -0.037 0.049 -0.7 0.7 -1.2
H 0.745 0.437 1.676 -0.4 0.9 -4.5
H 1.804 1.567 0.149 -3.5 -2.8 0.4
H 1.645 -1.345 -0.106 -1.1 0.8 -0.6
H 0.809 -0.601 -1.597 0.2 0.5 0.9
H -1.883 0.118 1.257 1.7 -0.2 -3.8
H -2.447 -0.256 -0.829 3.6 0.7 2.8
O -0.395 -1.128 0.072 -2.5 0.6 -0.6
O -0.515 1.198 -0.527 -0.2 -3.6 5.2
```
Positions in Å, forces in eV/Å.

## Properties
orbital gap: 10.9 eV

These are the Mulliken partial charges, in e, on atoms 1 to 2:
1 C -0.337
2 C -0.227



ORCA calculation (ωB97M-V with the def2-TZVPD basis set) on a cluster of 4 separate species, C3H6O2 in total.

Geometry as XYZ:
```
11
Properties=species:S:1:pos:R:3:forces:R:3
C -1.586 -0.127 -0.032 -1.2 -1.3 0.5
C -0.182 0.449 0.102 -0.7 2.6 -1.7
C 1.036 -0.404 0.048 1.5 -2.0 -0.1
H -1.928 -0.345 1.407 0.7 0.4 -4.8
H -1.308 -1.436 -0.827 -1.4 3.9 2.6
H -2.486 0.821 -0.702 3.1 -3.4 2.4
H 1.193 -1.083 0.908 -0.8 0.1 -0.1
H 0.957 -1.091 -0.845 -0.2 0.7 0.7
H 2.047 1.266 -0.011 0.2 -1.5 -0.1
O -0.007 1.667 -0.004 -0.3 -1.4 0.6
O 2.264 0.284 -0.043 -0.8 2.0 0.0
```
Positions in Å, forces in eV/Å.

## Properties
orbital gap: 10.4 eV

These are the Mulliken partial charges, in e, on atoms 1 to 2:
1 C -0.793
2 C 0.823



ORCA calculation (ωB97M-V with the def2-TZVPD basis set) on the molecule C3H6O2.

Geometry as XYZ:
```
11
Properties=species:S:1:pos:R:3:forces:R:3
C 0.484 -0.065 0.341 -0.6 0.2 0.4
C -0.569 0.994 -0.097 0.4 0.2 0.0
C -0.589 -1.073 -0.091 -0.3 -0.9 0.1
H 2.252 0.629 -0.188 -1.0 -1.4 -0.3
H 0.713 -0.082 1.425 -0.2 0.0 -0.4
H -0.929 1.700 0.673 0.3 -0.2 -0.4
H -0.191 1.522 -1.016 -0.7 -0.4 0.6
H -0.937 -1.786 0.707 0.3 0.7 -0.8
H -0.327 -1.654 -1.012 -0.2 0.6 0.7
O 1.669 -0.157 -0.405 1.0 1.4 0.1
O -1.576 -0.026 -0.336 1.1 -0.1 0.0
```
Positions in Å, forces in eV/Å.

## Properties
orbital gap: 10.6 eV

These are the Mulliken partial charges, in e, on atoms 1 to 2:
1 C 0.225
2 C -0.411



ORCA calculation (ωB97M-V with the def2-TZVPD basis set) on the molecule C3H6O2.

Geometry as XYZ:
```
11
Properties=species:S:1:pos:R:3:forces:R:3
C -1.075 -0.229 -0.150 -0.2 0.2 -0.1
C -0.196 1.023 -0.150 -0.2 0.1 0.0
O 1.081 0.499 -0.461 0.1 0.0 0.0
C 1.129 -0.722 0.220 0.3 -0.1 0.1
O -0.172 -1.270 0.195 0.0 -0.1 0.0
H -1.503 -0.428 -1.140 0.1 0.0 0.1
H -1.888 -0.179 0.582 0.1 0.0 -0.1
H -0.464 1.762 -0.908 0.0 -0.1 0.1
H -0.189 1.505 0.839 0.0 -0.1 -0.1
H 1.830 -1.385 -0.295 -0.1 0.1 0.1
H 1.447 -0.576 1.267 -0.1 0.0 -0.1
```
Positions in Å, forces in eV/Å.

## Properties
orbital gap: 10.9 eV

These are the Mulliken partial charges, in e, on atoms 1 to 2:
1 C -0.276
2 C -0.332



Results for energy relative to the best compared isomer or geometry (same formula, charge and spin): 626.7, 542.5, 205.0, 133.4 (in kJ/mol, following the order of the records).
Results for F_max: 6.34, 5.16, 1.81, 0.38 (in eV Å⁻¹, following the order of the records).
Results for HOMO: -10.03, -10.35, -9.82, -9.90 (in eV, following the order of the records).